The following is a DFT calculation (ωB97M-V with the def2-TZVPD basis set) of a 9-piece molecular cluster, C54H54O18 overall.

Values from the calculation:
- SMILES = Oc1ccc(O)cc1.Oc1ccc(O)cc1.Oc1ccc(O)cc1.Oc1ccc(O)cc1.Oc1ccc(O)cc1.Oc1ccc(O)cc1.Oc1ccc(O)cc1.Oc1ccc(O)cc1.Oc1ccc(O)cc1
- Kohn-Sham gap (eV) = 8.33

```
! wB97M-V def2-TZVPD RIJCOSX def2/J DEFGRID3
* xyz 0 1
H 2.72 0.26 -6.56
O 4.67 -7.74 1.14
H -4.24 0.33 -2.80
C 2.04 0.50 2.87
H -2.35 6.51 -2.52
O -3.76 -3.81 -2.81
H 2.17 3.59 5.35
C -4.41 2.43 1.91
H 0.03 4.17 0.19
C -4.22 2.25 -2.61
O -2.09 5.69 0.20
H -2.85 0.54 3.79
C 0.91 4.69 2.12
H 0.72 -8.92 3.80
O -4.21 6.06 2.07
H -2.68 1.68 -4.03
C 4.35 0.41 -3.58
H 2.97 -3.57 -3.68
C -4.79 3.34 -1.98
H -4.95 -2.94 -5.02
H -5.44 4.11 1.04
H 4.81 2.38 -4.76
C -2.62 3.77 -3.58
C -1.27 6.39 2.30
C 5.26 -5.38 1.27
H 2.66 -5.15 2.57
C 1.80 1.57 3.72
C -4.64 3.76 1.75
C 0.05 -7.27 3.33
C -1.16 5.57 1.24
O 2.34 2.74 5.85
C -3.98 -2.47 -4.81
H -5.70 3.23 -1.40
H 3.82 -1.40 5.02
O 4.33 1.86 -5.45
O -4.70 1.01 -2.31
C -3.36 4.45 3.63
H -1.81 3.03 -1.91
C -2.26 -0.95 -5.48
H 1.58 -0.45 -2.11
H 6.08 -5.56 2.04
O 2.83 -2.83 -3.08
C 1.65 -5.53 2.68
H -1.77 3.85 -4.25
H 1.44 -2.91 2.25
H 2.92 -2.30 -0.69
C 3.23 -1.66 -3.75
C 3.06 0.58 5.44
C 2.71 -1.26 -5.01
O 0.78 -3.43 1.72
C 0.26 1.21 -1.60
C -2.03 -2.22 -3.45
C -3.18 2.46 -3.48
O -2.78 6.13 -3.30
H -2.92 5.12 4.36
O -0.19 -8.56 3.70
H -2.05 4.81 -0.26
H 1.83 4.08 2.13
C -1.08 -0.61 0.02
H -2.31 1.12 0.67
O -1.76 -0.11 -6.42
H 0.28 -2.77 0.05
H -2.09 7.08 2.34
H 5.04 1.01 -3.02
C 3.97 0.75 -4.81
H 4.37 -1.05 -2.04
C 2.29 1.66 4.99
C -0.67 -5.22 2.35
H -2.42 2.90 4.62
C -4.31 4.62 -2.23
C 0.61 -4.71 2.24
H 3.42 0.60 6.47
H -4.77 5.55 -1.84
C 1.40 -6.83 3.21
H 2.09 -1.97 -5.55
C -3.28 -2.84 -3.66
C -3.21 4.86 -3.06
C -1.01 -6.45 2.91
C -0.31 6.37 3.33
H 5.37 -7.73 1.84
H 2.83 -1.56 1.69
C 3.31 -0.53 4.66
O 3.02 -1.74 2.67
O 0.52 -2.29 -0.77
H 1.23 2.45 3.32
O -3.39 0.76 3.02
C 3.92 -3.73 0.17
H -0.37 7.10 4.15
C 3.32 -6.08 0.07
H -3.23 -3.71 -2.01
C 4.04 -0.83 -3.02
H -1.44 -4.60 1.87
H 2.24 -7.46 3.45
H 5.59 -3.28 1.47
C -0.92 1.60 -0.94
C 5.04 -4.04 0.97
H -2.03 -6.82 2.95
O 3.60 -2.44 0.00
H -4.90 1.60 1.38
C -3.50 -1.52 -5.70
O 1.79 5.45 4.25
C -4.06 4.75 2.46
C -0.04 4.74 1.11
H 1.52 0.47 1.93
C 4.43 -6.43 0.81
H 2.14 -4.49 -0.63
C 0.74 -0.08 -1.49
H 1.48 5.99 5.04
H 2.61 -6.91 -0.15
C 0.78 5.51 3.24
C 3.07 -0.04 -5.51
C -3.04 3.06 3.79
C 3.08 -4.76 -0.24
C -3.58 2.10 2.97
H -1.55 -1.27 0.76
H -4.00 -1.22 -6.61
H 0.89 1.89 -2.19
H -3.84 6.17 1.19
C 2.82 -0.59 3.39
H -1.43 -2.42 -2.57
C -1.51 0.74 -0.03
H -0.59 -0.78 -4.23
O -1.38 2.92 -1.03
C 0.02 -1.02 -0.75
C -1.53 -1.27 -4.33
H -0.88 0.17 -6.20
*
```